DFT (ωB97M-V/def2-TZVPD) results for an isolated molecule of C4H7N3O2 in a non-equilibrium geometry.

Geometry as XYZ:
```
16
C4H7N3O2 (ωB97M-V/def2-TZVPD)
C -0.04629 2.56580 0.39232
C -0.73121 0.42432 0.76427
C 0.16382 -1.70487 0.43751
C -0.49908 -2.42787 -0.79185
H 1.84036 2.92567 -0.37268
H 1.45493 1.37059 -0.06547
H -0.22026 3.66903 0.43940
H -1.54632 -0.24412 1.20145
H 1.21740 -2.05827 0.64100
H -0.53398 -2.02927 1.24982
H -0.04716 -0.93249 -1.86102
N 1.13326 2.29490 -0.25404
N -1.03498 1.78514 0.72951
N 0.22001 -0.29223 0.26688
O -0.41343 -1.83579 -2.03515
O -0.95709 -3.51055 -0.74195
```

Calculated values
Net charge: 0
SMILES: N/C=N\C=N\CC(=O)O
E_HOMO: -9.68 eV
Electronic energy: -12826.0682 eV
Strongest force on any atom: 0.077 hartree/bohr
Relative energy (zero: lowest compared OMol25 entry of this formula, charge and spin): 33.7 kcal/mol